(1)
Computed, not measured: a structure of composition C11H13IrN2O6 at a distorted geometry, with ωB97M-V/def2-TZVPD.

```
33
Properties=species:S:1:pos:R:3:forces:R:3
O 0.05022 3.79176 -2.44049 -0.053 0.096 -1.228
C -0.01647 3.94283 -3.56716 0.071 -0.133 1.235
Ir -0.92364 -0.87238 -2.51343 3.643 0.390 2.789
O -2.24707 1.65162 -1.81185 -0.967 -0.694 -1.119
C -2.17885 0.63951 -2.43005 -0.476 2.487 1.202
C -1.92415 -2.39708 -2.17679 -4.688 -6.613 1.609
O -2.66692 -3.28822 -2.03715 3.162 3.814 -0.659
C 1.56298 -2.31131 -2.34340 0.740 0.175 0.387
O 2.62700 -2.48068 -2.02208 -1.030 0.045 -0.389
C -0.93754 -1.10678 -4.35225 0.122 -1.042 -8.724
O -1.18950 -1.18291 -5.49219 0.840 0.360 4.987
H -2.73619 0.08239 -3.23535 -1.562 1.463 -0.097
C 2.44162 0.97189 0.04927 0.290 0.434 -0.309
N 1.43049 0.62539 1.03083 1.129 0.053 -0.309
C 1.80870 0.82047 2.42376 -0.117 0.197 0.537
C 0.58624 0.80078 3.30190 0.047 0.825 0.187
C -0.28365 -0.37443 2.98850 -0.122 0.326 0.382
N -0.61024 -0.35103 1.56258 0.465 -0.955 -0.849
C -1.76496 -1.09864 1.12081 -1.009 0.012 0.148
C 0.25775 0.08710 0.60443 -0.435 -0.198 -0.771
O 0.01750 0.01454 -0.65558 -0.029 -0.329 1.239
H 3.31252 0.29586 0.14135 -0.282 0.110 0.135
H 2.80234 1.99509 0.26377 -0.132 -0.383 -0.047
H 2.02269 0.91407 -0.94847 0.154 0.051 0.037
H 2.54069 0.04366 2.72782 -0.128 0.134 -0.413
H 2.32098 1.79298 2.48500 0.013 -0.321 -0.072
H 0.02881 1.73752 3.15851 0.042 -0.204 0.135
H 0.90249 0.76724 4.33750 -0.020 0.001 0.236
H -1.23112 -0.31443 3.52816 0.080 -0.177 -0.004
H 0.21834 -1.32295 3.25304 -0.260 -0.022 -0.319
H -1.49663 -2.11639 0.79177 0.180 0.231 0.119
H -2.46332 -1.18435 1.96200 0.186 -0.027 -0.263
H -2.26109 -0.57309 0.29526 0.144 -0.105 0.207
```
Forces are in eV/Å.

Computed properties:
multiplicity = 6
orbital gap (alpha / beta) = 8.4 / 4.0 eV
total charge = +3
expectation value of S² = 8.803

=====

(2)
Computed, not measured: the molecule C11H13N at a distorted geometry, with ωB97M-V/def2-TZVPD.

```
25
Properties=species:S:1:pos:R:3:forces:R:3
C 1.17401 -0.20308 1.37170 2.157 -0.158 0.726
C 0.77511 1.07165 0.63554 -1.125 -0.701 0.275
C 1.73217 1.23926 -0.61402 -1.923 -0.831 0.175
C 2.37559 -0.13394 -0.86378 0.711 -1.100 -0.991
C 0.66368 -1.32484 0.47652 -1.031 -0.320 1.422
C -0.75593 -0.78605 0.20516 0.127 -0.358 0.361
C -1.99248 -1.39921 -0.02132 0.742 -2.367 0.250
C -3.10317 -0.63648 -0.34473 0.093 -0.343 0.026
C -2.97445 0.75378 -0.34399 -1.378 -0.145 0.472
C -1.78446 1.38446 0.00274 -0.034 -0.757 -0.277
C -0.66225 0.58058 0.27576 -0.182 2.615 -0.882
H 0.79319 -0.22675 2.38128 -0.509 -0.129 0.193
H 2.28150 -0.23370 1.48725 -0.703 -0.211 0.123
H 0.73448 1.89312 1.38475 0.153 -0.097 -0.991
H 2.53027 1.90317 -0.37950 0.461 0.950 -0.006
H 1.10816 1.58981 -1.49303 0.955 -0.275 0.894
H 3.25947 -0.31307 -0.17273 -1.080 0.361 -0.874
H 2.80694 -0.20004 -1.90016 -0.396 0.155 0.916
H 0.80143 -1.38582 -1.47384 0.346 0.146 -0.710
H 0.61513 -2.32332 0.98361 0.322 0.648 -0.488
H -2.06060 -2.54705 0.12668 0.027 2.021 -0.570
H -4.05536 -1.14505 -0.57860 0.554 0.528 0.271
H -3.93811 1.29101 -0.43262 0.918 0.102 -0.290
H -1.79466 2.46292 0.01402 0.374 0.154 0.210
N 1.47035 -1.31138 -0.72670 0.420 0.114 -0.237
```
Forces are in eV/Å.

Computed properties:
orbital gap = 9.5 eV
structure (SMILES) = c1ccc2c(c1)[C@@H]1CCN[C@H]2C1

=====

(3)
Computed, not measured: the molecule C11H13N at a distorted geometry, with ωB97M-V/def2-TZVPD.

```
25
Properties=species:S:1:pos:R:3:forces:R:3
C -3.23950 -1.42075 0.04684 1.278 1.107 0.277
C -2.33782 -1.80637 0.99979 0.790 1.623 -1.382
C -2.97402 -0.33816 -0.78920 -1.062 -0.422 -1.662
C -1.10671 -1.17656 0.99884 2.047 -0.235 0.832
C -1.74774 0.25081 -0.89547 2.626 0.852 2.643
C -0.75367 -0.17846 0.08646 -0.681 0.275 -1.433
C 1.62896 -0.94398 -0.26537 -1.198 2.889 0.981
C 1.92146 -2.31234 0.00853 -2.561 -2.625 1.981
C 0.99888 0.93325 1.47274 -1.147 -2.332 -1.088
C 0.95086 1.49158 -1.00760 -0.261 -1.418 -1.697
C 0.69697 0.38099 0.06660 1.267 -1.190 -1.468
N 2.56725 -1.41047 -0.94616 0.284 0.938 -1.198
H -4.11300 -1.96115 0.01358 -2.193 -0.747 -0.360
H -2.57373 -2.54038 1.68717 -0.304 -1.494 1.243
H -3.73084 -0.05706 -1.52263 -0.024 0.031 0.288
H -0.31738 -1.55477 1.72198 -1.082 0.589 -0.907
H -1.46643 1.18492 -1.45342 -0.930 -1.448 0.183
H 2.43805 -2.62591 0.95683 -0.273 0.340 -1.059
H 1.05346 -3.04119 -0.29548 2.062 0.904 0.138
H 1.92304 1.34448 1.72023 1.990 -0.002 0.046
H 0.63191 0.14211 2.10696 0.561 0.114 0.927
H 0.33783 1.71825 1.56736 -1.734 1.804 0.400
H 0.88145 2.47979 -0.60570 -0.269 0.575 0.387
H 1.94790 1.39612 -1.44748 0.131 -0.080 0.423
H 0.30542 1.43243 -1.95084 0.684 -0.045 1.505
```
Forces are in eV/Å.

Computed properties:
orbital gap = 10.1 eV
structure (SMILES) = CC(C)(C1=NC1)c1ccccc1

=====

(4)
Computed, not measured: a structure of composition C11H13N3O5PPm at a distorted geometry, with ωB97M-V/def2-TZVPD.

```
34
Properties=species:S:1:pos:R:3:forces:R:3
O -5.14895 2.21833 -1.24230 1.367 -0.361 0.954
C -4.23516 1.97068 -0.61691 -1.372 0.351 -0.979
Pm 0.00000 0.00000 0.00000 8.817 -2.836 11.771
O -1.90462 1.63995 1.63042 1.488 -0.970 -0.463
C -1.15339 1.01028 1.03291 -11.232 8.684 7.116
C 0.84142 -0.95717 -1.33917 6.033 -7.757 -11.885
O 1.32025 -1.54069 -2.20424 -0.351 0.613 1.044
C 0.67045 1.56034 -0.73028 4.281 11.792 -6.509
O 1.04361 2.52924 -1.22021 -0.298 -1.307 0.860
C -0.98317 -1.50723 0.42331 -7.293 -10.885 2.622
O -1.62974 -2.42968 0.64476 0.783 1.042 -0.190
H -1.11739 0.18991 -1.09712 -3.678 1.524 -4.981
C 3.96924 -0.83171 4.13157 0.428 0.016 2.099
N 2.71909 -1.53728 3.79020 0.259 0.303 -0.730
C 3.03590 -2.73921 2.97137 0.210 -0.305 0.291
N 3.82507 -2.40442 1.75710 -0.298 0.824 0.297
C 5.04835 -1.67651 2.13200 1.955 -1.121 -0.405
N 4.72404 -0.47502 2.91958 -2.642 -0.623 -1.165
C 3.98308 0.49837 2.11068 1.695 1.240 0.172
P 2.36944 -0.13911 1.51354 0.736 1.879 -0.646
C 1.73565 -0.64608 3.12930 -0.144 -1.008 0.755
C 3.02619 -1.65839 0.76562 0.115 -1.308 0.191
H 4.59998 -1.48324 4.77548 -0.410 0.280 -0.580
H 3.75206 0.07936 4.73386 0.055 -0.543 -0.595
H 2.10228 -3.27542 2.69313 0.531 0.531 0.049
H 3.62163 -3.45358 3.59226 -0.244 0.623 -0.375
H 5.63352 -1.40526 1.22361 -0.584 -0.021 0.595
H 5.70846 -2.34548 2.72798 -0.597 0.470 -0.208
H 3.81376 1.42783 2.69419 0.039 -0.542 -0.187
H 4.59542 0.78298 1.22681 -0.319 -0.225 0.461
H 0.79606 -1.21437 2.96986 0.327 0.206 0.338
H 1.50054 0.24255 3.75278 0.179 -0.546 -0.300
H 3.61178 -1.43066 -0.15151 -0.297 -0.145 0.594
H 2.17213 -2.30387 0.47554 0.462 0.121 -0.012
```
Forces are in eV/Å.

Computed properties:
multiplicity = 5
orbital gap (alpha / beta) = 6.6 / 4.8 eV
total charge = +2
expectation value of S² = 6.156

=====

(5)
Computed, not measured: a cluster of 2 separate species, C11H13N4 in total at a distorted geometry, with ωB97M-V/def2-TZVPD.

```
28
Properties=species:S:1:pos:R:3:forces:R:3
C 3.40569 1.66452 -0.33108 -2.209 -0.728 1.745
C 3.41776 0.24247 -0.26865 -0.671 0.263 -1.664
C 2.24062 2.37570 0.15754 0.762 1.343 0.665
C 2.31376 -0.49373 0.17513 0.344 5.633 0.080
C 1.14614 1.64474 0.65134 1.518 0.817 0.179
C -4.56482 0.56063 0.28198 0.524 -1.024 -1.543
C -3.78994 -0.02024 -0.63420 -0.150 -1.917 -3.063
C -2.59136 0.93257 0.98312 -2.957 -1.412 -1.701
C 1.19982 0.25748 0.64446 0.195 -1.323 -0.538
C -1.41003 -0.28114 -0.73064 4.184 -0.760 -0.936
C 0.02996 -1.66370 1.36450 -0.414 -4.920 -0.099
N -3.81723 1.12662 1.26401 -0.179 0.973 0.893
N -2.48625 0.18896 -0.23621 -0.959 0.666 1.617
N 0.02769 -0.33054 1.03926 -1.142 1.552 -1.002
N -1.14992 -0.77245 -1.93003 1.472 -0.026 0.547
H 4.32635 2.12781 -0.60916 0.106 0.633 -0.426
H 4.15236 -0.24877 -0.93130 0.044 0.057 1.113
H 2.23260 3.54872 0.29545 0.145 -2.642 -0.600
H 2.24880 -1.47534 0.04503 0.030 -3.934 -0.362
H 0.30393 2.02557 1.23878 0.351 0.500 -0.742
H -5.58089 0.55165 0.10526 -2.147 0.370 0.751
H -3.92587 -0.68403 -1.57697 -0.271 1.542 1.982
H -1.86464 1.35502 1.51688 3.222 1.022 1.617
H -1.05108 -2.16193 1.48860 2.322 1.295 -0.553
H 0.73567 -2.36047 0.69927 -1.812 1.189 1.154
H 0.48417 -1.80605 2.36843 -0.181 0.435 -0.267
H -1.75408 -1.03231 -2.68539 -1.122 0.235 -0.071
H -0.16842 -0.91409 -2.26515 -1.007 0.162 1.225
```
Forces are in eV/Å.

Computed properties:
orbital gap (alpha / beta) = 7.4 / 6.8 eV
total charge = +1

=====

(6)
Computed, not measured: the ion C11H13N4 with charge +1 at a distorted geometry, with ωB97M-V/def2-TZVPD.

```
28
Properties=species:S:1:pos:R:3:forces:R:3
C -2.10294 -1.91926 -1.91398 1.342 1.680 1.602
C 3.33204 -0.73564 0.31249 -0.911 -0.529 -0.256
C 3.18626 0.30354 1.22630 0.382 2.772 2.865
C 2.24584 -1.42952 -0.02574 -0.418 0.173 -0.389
C 1.98070 0.84821 1.52681 2.174 -0.423 0.581
C 0.78328 -1.03550 0.13558 1.890 0.549 -1.367
C 0.85571 0.43341 0.81356 -4.837 -0.992 -0.495
C -1.89641 0.19819 -0.76140 -1.127 0.959 0.371
C 0.12805 -1.22862 -1.35951 2.516 2.135 0.395
C -0.33514 1.14984 0.82137 0.414 -0.763 0.074
C -3.28602 0.43370 -1.29095 -0.072 2.879 -1.042
N -2.67644 -2.84092 -2.30380 0.285 0.599 -0.025
N -1.44771 1.03122 0.09742 -0.461 0.164 0.032
N -1.28542 -0.90187 -1.26490 -1.255 -4.351 -2.742
N -0.68207 2.31715 1.83955 4.527 -0.195 0.638
H 4.32115 -0.96749 0.03032 0.775 -0.827 -0.397
H 4.06906 0.65294 1.83632 -0.952 -0.423 -0.933
H 2.43655 -2.31461 -0.54838 -0.026 -1.375 -0.948
H 1.90692 1.54014 2.35895 0.031 0.224 -0.235
H 0.22079 -1.89527 0.56489 0.296 1.178 1.062
H 0.49697 -2.20613 -1.80561 -1.656 0.607 1.085
H 0.62238 -0.55280 -2.10283 -0.470 0.056 0.848
H -3.17889 0.64513 -2.37905 0.005 -0.108 0.462
H -3.88725 1.35977 -0.89919 1.525 -2.043 -0.180
H -3.83865 -0.45334 -1.27507 -1.185 -1.260 0.371
H -0.40422 3.28632 1.39062 -1.681 -2.139 1.309
H 0.00857 2.17174 2.65734 -0.987 0.602 -1.487
H -1.57313 2.10965 2.31888 -0.125 0.850 -1.200
```
Forces are in eV/Å.

Computed properties:
orbital gap = 7.3 eV
structure (SMILES) = CC1=NC([NH3+])=C2C=CC=C[C@@H]2CN1C#N
total charge = +1

=====

(7)
Computed, not measured: the molecule C11H13N7O6 at a distorted geometry, with ωB97M-V/def2-TZVPD.

```
37
Properties=species:S:1:pos:R:3:forces:R:3
O 0.80577 5.27545 -1.98569 0.210 -1.561 0.204
N 1.21768 4.13598 -1.80810 -0.141 -2.324 0.193
C 0.69300 2.83369 -1.81032 1.173 2.177 0.777
C 1.74968 1.91821 -1.43809 0.591 0.266 1.796
N 2.90187 2.62485 -1.33499 -1.417 -1.424 0.128
O 2.57463 3.94829 -1.49038 -0.388 0.844 -1.007
C 1.45054 0.61360 -0.81484 1.034 -1.794 -0.137
N 2.45507 -0.09097 0.05156 1.224 0.289 -1.651
O 3.55598 -0.46321 -0.47881 -2.833 1.345 1.705
O 2.15870 -0.34696 1.26257 0.423 0.066 -2.148
C 0.01162 0.22692 -0.30203 4.753 6.601 1.264
C -0.89632 1.21669 -0.91643 -2.624 -0.206 -0.375
N -2.23199 0.99696 -1.06331 2.936 -0.009 -0.612
O -2.87156 -0.07214 -0.82656 -0.601 0.902 -0.044
O -2.76083 1.98999 -1.82714 -0.827 0.832 0.735
N -1.82748 3.01839 -2.03527 2.480 -3.122 0.688
C -0.65249 2.42250 -1.60462 -2.525 1.789 -0.846
H 0.30029 0.38630 0.73719 -0.568 1.694 -0.137
N -1.41676 0.62079 1.85293 0.066 0.693 0.766
C -0.67818 -0.50371 2.39069 0.493 -0.122 0.853
C -0.79071 -1.65521 1.42401 -1.159 1.603 -1.113
C 0.14795 -2.79661 1.47841 0.658 -0.881 0.247
C 0.23485 -3.30517 0.02702 0.016 -0.843 -0.528
C 0.12187 -2.10462 -0.90996 -0.709 0.425 0.365
N -0.54018 -0.98791 -0.12593 -2.352 -6.756 0.319
H -2.35271 0.37468 1.62199 -0.906 -0.019 0.149
H -1.37464 1.46998 2.41518 -0.128 -0.510 -0.096
H 0.40169 -0.27955 2.48140 -0.614 0.208 0.095
H -1.04002 -0.79740 3.39863 0.249 -0.249 -0.446
H -1.86870 -1.97955 1.38223 0.968 0.228 -0.383
H 1.13245 -2.47922 1.83364 -0.079 0.175 -0.210
H -0.17754 -3.57655 2.20678 -0.046 0.475 -0.722
H 1.16264 -3.87824 -0.16829 -0.465 0.412 0.163
H -0.59382 -3.97454 -0.23390 0.077 -0.039 0.427
H 1.06761 -1.68950 -1.20859 0.419 -0.097 -0.293
H -0.52196 -2.23821 -1.78546 0.386 -0.391 0.050
H -1.54800 -0.85404 -0.39554 0.226 -0.679 -0.177
```
Forces are in eV/Å.

Computed properties:
orbital gap = 6.5 eV
structure (SMILES) = NC[C@@H]1CCC[N@@H+]1[C@H]1C(=[N+]([O-])[O-])c2no[n+]([O-])c2-c2no[n+]([O-])c21

=====

(8)
Computed, not measured: the molecule C11H13NO at a distorted geometry, with ωB97M-V/def2-TZVPD.

```
26
Properties=species:S:1:pos:R:3:forces:R:3
C -3.19740 1.25015 -0.56147 -0.164 -1.377 1.957
C -4.06248 0.36481 0.06598 3.014 -1.141 0.279
C -1.82504 1.02796 -0.51932 0.448 3.390 -3.013
C -3.47927 -0.81123 0.64862 -2.732 1.114 -1.713
C -1.28787 -0.07389 -0.00858 2.628 -1.364 0.301
C -2.16904 -0.99285 0.48780 2.132 -2.181 1.058
C 1.41883 -0.33120 -0.76073 -1.957 2.640 0.378
C 1.32660 -0.12626 0.75752 -0.262 0.505 -1.042
C 0.12309 -0.73028 0.09039 0.080 1.471 -1.939
C 2.49218 -1.22042 -1.24071 -0.809 -2.933 -1.041
C 1.26503 1.22718 1.44962 0.793 -1.746 2.162
N -0.19927 -2.08067 0.33932 1.124 -1.995 0.397
O -1.49924 -2.17868 0.83465 -1.723 0.792 0.518
H -3.45888 2.18844 -0.89972 -1.105 1.602 -1.041
H -5.09782 0.41001 0.05148 -1.761 0.506 -0.027
H -1.28742 1.79428 -1.17459 -0.049 -1.157 1.415
H -4.15755 -1.62549 0.78586 -0.086 -0.478 0.847
H 1.33975 0.59704 -1.45299 -0.396 -1.388 1.580
H 1.91775 -0.92612 1.21517 -0.185 0.440 0.305
H 3.36650 -1.05403 -0.65620 1.042 0.377 0.023
H 2.67861 -1.15213 -2.36255 -0.169 -0.185 1.570
H 2.20996 -2.29635 -0.95713 0.493 1.159 -0.780
H 1.63750 0.97940 2.49556 -0.669 0.703 -0.938
H 0.28176 1.64865 1.53475 -0.627 -0.021 -0.052
H 1.91288 1.99413 1.10604 0.751 0.486 -0.761
H -0.17243 -2.78398 -0.39569 0.187 0.780 -0.444
```
Forces are in eV/Å.

Computed properties:
orbital gap = 9.0 eV
structure (SMILES) = C[C@@H]1[C@@H](C)C12NOc1ccccc12

=====

The calculation returns the following energy values, one per record and in order: -29682.9157; -13107.2323; -13104.6725; -52128.0907; -17566.1396; -17567.2429; -34317.7328; -15151.5126 eV.
The calculation returns the following energy relative to the best compared isomer or geometry (same formula, charge and spin) values, one per record and in order: 2.2039; 0.9116; 3.4714; 19.3487; 3.5141; 2.4108; 7.6835; 3.9299 eV.